Computed, not measured: a structure of composition C10H10BrF5OTcTe, with wB97M-V/def2-TZVPD.

highest occupied orbital energy (alpha / beta): -7.0 / -9.3 eV
expectation value of S²: 3.783
E_LUMO (alpha / beta): -1.794 / -2.354 eV
DFT total energy: -3884.3512 Eh
energy relative to the best compared isomer or geometry (same formula, charge and spin): 0.000 eV

Structure (ORCA input):
```
! wB97M-V def2-TZVPD RIJCOSX def2/J DEFGRID3
* xyz 0 4
C 0.53257 -0.43697 -2.62410
C 1.74683 0.06816 -2.00928
C 2.10231 -0.84336 -0.93732
H 2.29120 0.96536 -2.29631
C 1.11539 -1.90592 -0.89483
C 0.12851 -1.64292 -1.92877
H -0.73005 -2.27336 -2.15119
H 0.04981 -0.00747 -3.50251
H 2.92212 -0.71432 -0.23817
H 1.08707 -2.73516 -0.18750
Tc 0.06840 0.14356 -0.45742
Br 1.69897 1.89137 0.55619
C -1.69066 1.20813 0.61179
C -2.20193 0.07715 -0.10874
C -1.96597 0.31810 -1.52780
H -2.67943 -0.80225 0.31896
C -1.30556 1.58702 -1.66101
C -1.16465 2.16429 -0.34347
H -0.70541 3.12357 -0.11115
H -1.68884 1.33818 1.68395
H -2.28923 -0.33822 -2.33550
H -0.99892 2.06907 -2.58978
F -1.24238 -1.27372 3.07247
Te 0.56276 -0.46172 3.26400
F 0.26890 -0.34717 5.16120
F 2.25948 0.31151 3.39331
F -0.17527 1.33540 3.18965
F 1.31195 -2.22850 3.38515
O 0.69201 -0.58982 1.26817
*
```



Computed, not measured: a structure of composition C34H50N3O4PtSbSi3, with wB97M-V/def2-TZVPD.

highest occupied orbital energy (alpha / beta): -12.6 / -13.5 eV
expectation value of S²: 6.051
E_LUMO (alpha / beta): -4.770 / -7.813 eV
DFT total energy: -3018.3416 Eh
energy relative to the best compared isomer or geometry (same formula, charge and spin): 0.090 eV

Structure (ORCA input):
```
! wB97M-V def2-TZVPD RIJCOSX def2/J DEFGRID3
* xyz 2 5
Pt -1.16475 -0.44868 -0.32050
O -2.33908 0.67949 1.72179
C -3.47978 1.09180 1.87983
C -3.86409 1.67816 3.19555
C -4.98502 2.43118 3.35290
C -5.88275 2.50732 2.29045
C -5.66614 1.81263 1.07212
C -4.53545 1.09943 0.83716
C -4.30116 0.32038 -0.41414
N -3.14419 -0.10905 -0.99586
C -3.52927 -0.79607 -2.11519
C -4.85259 -0.95526 -2.13093
N -5.35587 -0.19608 -1.09879
H -3.17997 1.49371 4.02346
H -5.25002 2.87188 4.29727
H -6.83015 2.99979 2.41650
H -6.40447 1.91678 0.28959
H -2.74585 -1.22811 -2.76800
H -5.47868 -1.51111 -2.79135
H -6.32725 -0.04502 -0.94508
O -0.68092 -3.97898 -2.59489
C -0.89276 -3.13413 -1.76335
O -0.52720 -1.87940 -1.83157
C -1.59426 -3.47757 -0.45646
C -2.09078 -4.72209 -0.19890
C -2.67515 -4.98606 0.99560
C -2.64664 -4.02919 2.01689
C -2.03873 -2.80022 1.72871
N -1.58212 -2.53410 0.50820
H -2.06725 -5.43660 -1.02231
H -3.11899 -5.96155 1.16105
H -2.98812 -4.24700 3.01739
H -2.01928 -2.08687 2.58679
C 5.56466 -5.15827 2.58845
C 4.51315 -4.27586 1.96263
C 4.13225 -4.40047 0.62136
C 3.18637 -3.60495 0.06097
C 2.94136 -3.76689 -1.41725
C 2.60645 -2.60225 0.87946
C 1.70565 -1.75967 0.20429
O 1.02189 -0.80411 0.64582
C 2.92018 -2.47672 2.23798
C 2.40760 -1.42835 3.23622
C 3.91860 -3.31721 2.71549
H 6.24190 -5.43871 1.86273
H 5.10458 -6.09028 3.03302
H 6.04176 -4.60297 3.37106
H 4.61939 -5.15088 0.02855
H 3.40462 -4.68037 -1.88943
H 3.36199 -2.98587 -2.02748
H 1.94897 -3.75391 -1.72630
H 1.67193 -2.01559 -0.82458
H 1.34811 -1.52036 3.27276
H 2.60332 -0.40842 2.82436
H 2.80664 -1.54103 4.25548
H 4.25387 -3.30869 3.76669
C -1.85415 4.10205 0.44465
Si -1.10519 3.82465 -1.21845
C -0.17035 5.34932 -1.75049
C -2.37479 3.28356 -2.51116
Sb 0.67399 1.95511 -0.83211
Si 1.38089 1.31216 -3.26932
C 1.94931 2.94793 -3.94579
C -0.08703 0.48380 -4.10046
C 2.73939 0.12219 -2.91549
Si 2.39089 2.54370 1.10804
C 2.72190 4.37325 0.81573
C 3.92445 1.44346 0.95676
C 1.29490 2.39565 2.66467
H -2.03930 5.16653 0.64069
H -1.28898 3.73873 1.28625
H -2.87868 3.72598 0.53128
H -1.03544 6.02703 -2.01603
H 0.36055 5.23541 -2.68985
H 0.50068 5.80299 -1.02094
H -3.28699 3.88122 -2.28430
H -2.52316 2.23797 -2.42395
H -2.08271 3.54588 -3.54643
H 1.04647 3.57108 -4.15559
H 2.48558 2.82851 -4.91105
H 2.66043 3.42377 -3.27352
H -0.98764 1.06549 -4.15681
H -0.27980 -0.38166 -3.47915
H 0.21659 0.14478 -5.10084
H 3.27825 0.39885 -1.99960
H 3.30581 0.05029 -3.79999
H 2.31722 -0.85195 -2.68180
H 3.28703 4.56581 -0.08563
H 3.42413 4.69092 1.63776
H 1.83550 5.00402 0.88367
H 4.45339 1.77216 0.03140
H 3.77984 0.36360 0.81525
H 4.68526 1.63596 1.74365
H 0.60129 3.24269 2.81456
H 1.96964 2.19430 3.54094
H 0.62429 1.53525 2.62720
*
```



Computed, not measured: a structure of composition C39H34ClMoN3SSi2, with wB97M-V/def2-TZVPD.

highest occupied orbital energy (alpha / beta): -12.5 / -13.1 eV
expectation value of S²: 2.030
E_LUMO (alpha / beta): -6.430 / -7.006 eV
DFT total energy: -3175.8312 Eh
energy relative to the best compared isomer or geometry (same formula, charge and spin): 0.000 eV

Structure (ORCA input):
```
! wB97M-V def2-TZVPD RIJCOSX def2/J DEFGRID3
* xyz 2 3
C -2.19759 -1.50928 3.42296
C -2.80732 -0.80768 2.32687
C -2.84950 -1.69848 1.20152
H -3.21586 0.19974 2.32921
C -2.26320 -2.95799 1.59939
C -1.85541 -2.83039 2.97365
H -1.44786 -3.62100 3.58524
H -2.09404 -1.12640 4.43252
H -3.28825 -1.48808 0.23026
H -2.20425 -3.86461 1.00086
Mo -0.77548 -1.38027 1.68739
Si -0.68723 -1.00550 -1.73757
C -0.61255 0.52357 -2.90158
C 0.58119 0.83573 -3.56297
H 1.49814 0.27805 -3.35500
C 0.63732 1.84156 -4.53359
H 1.58137 2.06218 -5.02450
C -0.50340 2.56818 -4.85486
H -0.45166 3.37484 -5.58162
C -1.69085 2.29194 -4.18345
H -2.57794 2.88086 -4.41061
C -1.73957 1.30639 -3.19246
H -2.67584 1.13455 -2.65788
C -0.40842 -2.23191 -3.17156
C -1.44534 -2.53910 -4.07471
H -2.47269 -2.26893 -3.81875
C -1.15348 -3.15201 -5.30320
H -1.95797 -3.36123 -6.01247
C 0.16369 -3.51315 -5.62312
H 0.39542 -3.95578 -6.59266
C 1.18449 -3.28064 -4.69556
H 2.20955 -3.58858 -4.90480
C 0.89587 -2.64460 -3.48163
H 1.71768 -2.47906 -2.78158
H -2.04908 -1.15213 -1.20982
Si 2.12178 2.21487 -0.25923
C 1.85127 0.35321 -0.38973
C 0.53919 -0.27371 -0.34845
H -0.26035 0.35414 0.13191
C 0.45633 -1.74070 -0.38789
H -0.39220 -2.34458 0.14636
C 1.69063 -2.51069 -0.48207
H 1.60741 -3.59867 -0.52803
C 2.89333 -1.87109 -0.41239
H 3.82035 -2.45172 -0.36473
C 2.97048 -0.46213 -0.37547
H 3.95843 0.00247 -0.33543
C 0.54188 3.17680 -0.59362
C -0.64736 3.13602 0.15949
H -0.73034 2.49572 1.03617
C -1.77545 3.88578 -0.21162
H -2.70509 3.78335 0.36313
C -1.72054 4.74239 -1.31719
H -2.58000 5.36140 -1.58431
C -0.54989 4.78296 -2.08498
H -0.52083 5.37928 -3.00157
C 0.55544 4.00584 -1.73004
H 1.43721 4.01273 -2.37194
H 3.18978 2.55809 -1.09543
Cl 2.64762 2.53379 1.71115
N 1.92403 0.24917 4.55166
C 0.98196 1.25662 4.79051
C 0.83064 2.08154 5.89517
C -0.40733 2.72538 6.05972
C -1.43912 2.53437 5.12941
C -1.26244 1.71859 4.00069
C -0.04954 1.04673 3.86654
N 0.28591 -0.06185 3.08143
C 1.48546 -0.52414 3.51986
C 1.90569 -1.83181 3.11352
C 3.04579 -2.59415 3.30445
S 2.83844 -4.19884 2.65303
C 1.21725 -3.79712 2.19438
N 0.87879 -2.52610 2.46290
H 2.78559 0.09242 5.06407
H 1.66646 2.19588 6.58993
H -0.57206 3.37869 6.91268
H -2.40898 3.01121 5.29290
H -2.03759 1.57304 3.25175
H 3.94246 -2.20177 3.76904
H 0.54953 -4.49421 1.69836
*
```



Computed, not measured: the ion C4H13N2S with charge +1, with wB97M-V/def2-TZVPD.

highest occupied orbital energy: -13.0 eV
E_LUMO: -3.503 eV
DFT total energy: -667.6277 Eh
structure (SMILES): CNC[C@@H]([NH3+])CS
energy relative to the best compared isomer or geometry (same formula, charge and spin): 1.418 eV

Structure (ORCA input):
```
! wB97M-V def2-TZVPD RIJCOSX def2/J DEFGRID3
* xyz 1 1
N 0.05338 -1.31685 1.63607
C 0.15743 -0.50159 0.34263
C 0.12594 -1.44227 -0.81975
S 1.32655 -2.87328 -0.66616
C -0.89759 0.60851 0.31443
N -0.77564 1.26366 -0.94891
C 0.10619 2.46849 -0.91858
H 0.78992 -2.02412 1.62446
H -0.86977 -1.73375 1.71191
H 0.15402 -0.72320 2.46181
H 1.15421 -0.06670 0.40514
H -0.74871 -1.88548 -1.21305
H 0.54650 -0.97592 -1.70637
H 2.24619 -2.15875 0.00920
H -1.90128 0.26851 0.55949
H -0.76351 1.22483 1.22415
H -1.63337 1.59415 -1.36341
H -0.14291 3.07541 -1.78069
H 1.16224 2.20115 -0.89200
H -0.08980 2.99720 0.01962
*
```



Computed, not measured: a structure of composition C44H42FN9O3Ti, with wB97M-V/def2-TZVPD.

highest occupied orbital energy (alpha / beta): -10.1 / -11.8 eV
expectation value of S²: 2.018
E_LUMO (alpha / beta): -4.757 / -4.770 eV
DFT total energy: -3369.4807 Eh
energy relative to the best compared isomer or geometry (same formula, charge and spin): 0.655 eV

Structure (ORCA input):
```
! wB97M-V def2-TZVPD RIJCOSX def2/J DEFGRID3
* xyz 2 3
Ti 0.96609 0.68442 -2.18717
C -0.30873 0.70703 -5.54051
C -0.70390 1.94835 -4.79416
C -1.64878 2.81429 -5.34220
C -2.04679 3.92703 -4.64001
C -1.45804 4.19530 -3.41101
C -0.50670 3.32086 -2.93875
N -0.15918 2.20673 -3.59661
C 0.27222 3.58199 -1.68677
C 0.23088 4.81216 -1.05277
C 1.06967 5.04635 0.01598
C 1.90449 4.03588 0.44721
C 1.86019 2.80300 -0.18589
N 1.07708 2.59290 -1.25835
C 2.71902 1.66929 0.29032
C 3.20775 1.67288 1.58094
C 4.06994 0.65468 1.96639
C 4.42674 -0.28827 1.03341
C 3.87605 -0.24614 -0.25097
C 4.30296 -1.27463 -1.25604
N 2.99200 0.69707 -0.59653
H -0.28602 0.91242 -6.61077
H 0.65948 0.32861 -5.23214
H -1.04353 -0.07702 -5.35323
H -2.06925 2.58648 -6.31438
H -2.79903 4.59378 -5.04328
H -1.74499 5.07211 -2.85064
H -0.41770 5.59458 -1.41778
H 1.08785 6.01755 0.49716
H 2.60683 4.21350 1.24835
H 2.92012 2.44303 2.28235
H 4.46991 0.62032 2.97304
H 5.13622 -1.07043 1.27252
H 5.29237 -1.64410 -0.98818
H 3.61816 -2.12502 -1.26750
H 4.33907 -0.86423 -2.26138
C -4.15213 -3.61997 1.47713
C -4.51892 -2.17846 1.16680
N -3.34164 -1.35752 0.80461
C -3.06125 -1.17875 -0.49050
C -1.92479 -0.60312 -0.96822
C -1.77367 -0.50266 -2.45817
O -2.71557 -0.71714 -3.18936
O -0.57114 -0.19940 -2.82560
C -0.93355 -0.15922 -0.06312
O 0.17394 0.30195 -0.40485
C -1.26382 -0.26920 1.35574
C -0.38103 0.20674 2.32576
C -0.66968 0.05425 3.64454
F 0.21982 0.47503 4.56813
C -1.85577 -0.55942 4.08651
C -2.72587 -1.02618 3.13136
C -2.44840 -0.89741 1.76342
N -2.18124 -0.70004 5.45646
C -1.60050 0.18355 6.45341
C -2.55255 0.30140 7.62670
N -2.81033 -1.07988 8.19148
C -3.35094 -2.02037 7.13606
C -2.38356 -2.04607 5.97248
H -5.04697 -4.18512 1.73993
H -3.44539 -3.68586 2.30774
H -3.69338 -4.09331 0.60743
H -5.03512 -1.70085 1.99607
H -5.19348 -2.12730 0.31780
H -3.80289 -1.52747 -1.20139
H 0.55487 0.66523 2.02476
H -3.65309 -1.47615 3.46084
H -1.45200 1.17968 6.04715
H -0.62347 -0.17521 6.80571
H -3.51825 0.69139 7.31509
H -2.14486 0.91682 8.42449
H -3.45180 -1.02722 8.98205
H -1.93342 -1.45786 8.55471
H -4.31935 -1.62576 6.83910
H -3.47416 -2.99958 7.59153
H -2.79007 -2.69985 5.20606
H -1.43000 -2.48951 6.30138
C 0.70368 -4.96687 -1.71270
C 0.69454 -3.93391 -0.78898
C 1.08582 -2.65327 -1.16303
C 1.48529 -2.38697 -2.46862
C 1.51908 -3.42902 -3.39077
C 1.12816 -4.70499 -3.01040
N 1.85249 -1.05115 -2.79837
N 2.62818 -0.97532 -3.86896
C 3.02758 0.29674 -4.16367
C 3.97788 0.48420 -5.18360
C 4.44193 1.74458 -5.44152
C 3.95015 2.82978 -4.69424
C 3.00600 2.58025 -3.74066
N 2.53187 1.34613 -3.46432
H 0.39988 -5.96661 -1.42535
H 0.39907 -4.12663 0.23773
H 1.14023 -1.86341 -0.42513
H 1.84855 -3.22520 -4.40020
H 1.15714 -5.50720 -3.73849
H 4.32008 -0.38749 -5.72540
H 5.18703 1.90656 -6.21193
H 4.28991 3.84128 -4.86963
H 2.58847 3.39559 -3.16365
*
```



Number 1: strongest force on any atom 4.76 eV/A. Number 2: strongest force on any atom 2.60 eV/A. Number 3: strongest force on any atom 5.22 eV/A. Number 4: strongest force on any atom 3.01 eV/A. Number 5: strongest force on any atom 1.65 eV/A.